Molecular formula: C35H95N5O40S10
Method: DFT, wB97M-V/def2-TZVPD

Strongest force on any atom = 5.5 eV/Å
ΔE to the lowest compared entry with this formula, charge and spin = 0.0 kcal per mole
Kohn-Sham gap = 0.34532 hartree
2S+1 = 1

Geometry as XYZ:
```
185
Properties=species:S:1:pos:R:3:forces:R:3:mulliken_charge:R:1
C -4.531 2.423 -6.831 -0.212 -0.403 -0.063 -0.840
N -4.204 1.371 -5.827 -0.731 -0.954 3.065 0.660
O -3.061 1.337 -5.345 -2.054 -0.140 -1.114 -0.188
O -5.180 0.689 -5.364 2.810 1.657 -1.715 -0.493
H -5.190 1.932 -7.547 0.216 0.237 -0.121 0.312
H -3.618 2.852 -7.244 -0.127 -0.308 0.073 0.293
H -5.103 3.183 -6.298 0.078 -0.096 0.059 0.309
C 1.194 1.688 -6.503 0.415 -0.125 -0.237 -0.268
N 0.148 0.865 -7.188 0.610 1.353 -4.840 0.846
O -0.767 0.439 -6.575 -0.909 -0.956 1.924 -0.418
O 0.184 0.784 -8.454 0.668 0.185 2.578 -0.581
H 1.747 0.983 -5.882 -0.296 0.409 0.504 0.274
H 0.663 2.513 -6.028 -0.034 -0.567 0.495 -0.128
H 1.905 2.148 -7.189 -0.373 -0.476 -0.472 0.310
C 4.486 -0.469 -1.128 0.907 0.387 0.794 -0.495
N 5.850 -0.473 -1.787 0.267 -1.765 -1.451 1.009
O 6.163 -1.577 -2.307 -0.384 2.401 1.142 -0.592
O 6.540 0.537 -1.820 -0.908 -1.021 0.225 -0.551
H 4.226 0.558 -0.873 -0.249 -0.144 -0.647 0.034
H 4.663 -0.917 -0.150 0.040 -0.309 -0.041 0.217
H 3.785 -1.091 -1.684 0.253 0.427 -0.133 0.365
C 0.040 4.303 -3.784 0.068 1.612 -0.062 -0.470
N -0.930 4.685 -4.849 -2.041 4.214 0.264 1.033
O -1.535 5.795 -4.884 1.875 -1.520 1.634 -0.600
O -1.150 3.925 -5.716 0.251 -3.252 -2.028 -0.571
H 0.946 3.993 -4.304 -0.340 -0.605 0.226 0.291
H -0.451 3.598 -3.113 0.323 -0.071 -0.271 0.061
H 0.291 5.237 -3.281 -0.215 -0.147 0.252 0.229
C 4.256 3.380 2.726 0.701 1.456 -0.739 -0.823
N 3.872 2.351 1.668 3.131 -1.601 -0.294 1.103
O 2.761 1.904 1.655 -0.731 0.273 0.148 -0.404
O 4.790 1.931 0.890 -2.112 1.672 2.018 -0.564
H 3.909 3.343 3.759 -0.819 -1.054 -0.459 0.289
H 3.899 4.321 2.307 -0.294 0.000 0.015 0.044
H 5.332 3.532 2.810 0.028 -0.694 -0.592 0.376
O 3.353 -4.984 6.049 2.909 -1.706 -4.327 -0.563
S 4.009 -5.533 4.805 -0.753 1.688 1.383 1.011
O 4.015 -6.940 4.511 -0.220 0.698 0.441 -0.529
O 3.353 -4.680 3.500 -0.047 -0.735 1.069 0.080
C 3.850 -4.903 2.163 0.999 -0.709 -0.573 -0.191
C 3.885 -6.363 1.702 0.191 -0.516 0.408 -1.164
C 5.770 -5.005 4.582 -1.091 0.403 0.810 -0.856
H 4.843 -4.455 2.119 0.264 -0.094 -0.025 0.384
H 3.320 -4.354 1.385 -0.899 0.420 0.831 0.103
H 3.012 -6.899 2.077 0.031 0.057 0.142 0.188
H 4.775 -6.873 2.072 -0.135 -0.073 0.214 0.300
H 3.904 -6.537 0.627 -0.063 0.700 -0.165 0.397
H 6.097 -5.271 3.577 -0.084 -0.184 0.261 0.322
H 6.360 -5.469 5.372 -0.123 -0.230 -0.205 0.424
H 5.806 -3.926 4.735 -0.078 -0.006 -0.107 0.133
O -1.445 1.676 7.948 -1.037 2.181 -4.416 -0.586
S -1.973 2.453 6.754 -1.053 -0.112 2.743 1.079
O -1.724 3.913 6.666 -0.369 -3.356 -0.239 -0.589
O -1.593 1.701 5.317 0.143 -0.145 4.074 -0.110
C -2.100 2.209 4.118 -0.161 -0.428 -0.179 -0.786
C -0.940 2.222 3.203 0.216 1.004 -1.598 -0.546
C -3.851 2.112 6.737 1.133 -0.372 -0.475 -0.886
H -2.584 3.178 4.243 0.217 0.075 0.071 0.636
H -2.816 1.490 3.721 -0.431 0.079 0.166 0.248
H 0.016 2.511 3.640 -0.295 0.302 0.251 0.233
H -1.283 2.996 2.517 0.797 -0.094 -0.819 0.340
H -0.764 1.289 2.667 -0.250 -0.032 0.031 0.026
H -4.406 2.691 7.475 0.436 0.226 -0.179 0.365
H -4.018 1.050 6.918 0.543 -0.014 0.421 0.319
H -4.221 2.223 5.718 0.077 0.693 0.079 0.298
O 0.823 -5.249 5.560 -1.704 -1.929 -2.482 -0.555
S 0.285 -6.062 4.462 1.955 -0.086 0.810 1.177
O 1.144 -7.110 3.835 -2.386 2.342 1.087 -0.635
O -1.039 -6.778 5.104 0.393 1.568 0.386 -0.364
C -1.770 -7.647 4.259 1.005 0.360 -2.104 -0.113
C -1.497 -9.002 4.675 -0.280 -2.524 2.053 -1.407
C -0.433 -4.966 3.147 -0.086 -0.551 0.362 -0.914
H -1.300 -7.517 3.284 -0.663 0.010 -0.561 0.316
H -2.847 -7.483 4.213 0.120 0.759 0.231 0.354
H -0.443 -9.202 4.870 0.015 0.033 -0.531 0.278
H -1.977 -9.797 4.104 0.260 0.208 -0.558 0.375
H -1.971 -9.132 5.648 0.021 -0.045 0.389 0.356
H -1.416 -5.336 2.855 0.114 -0.219 0.097 0.567
H 0.198 -4.973 2.259 0.188 -0.096 0.303 0.323
H -0.549 -3.949 3.522 0.325 -0.252 0.259 0.165
O -0.458 1.963 -1.403 1.755 -2.058 -1.972 -0.647
S 0.413 1.050 -2.200 0.098 0.820 -0.014 1.380
O 1.400 1.635 -3.152 -2.010 -1.465 2.437 -0.506
O 1.244 0.126 -1.136 1.865 2.205 -4.326 -0.351
C 0.616 -0.490 -0.114 -2.211 -1.508 2.627 0.727
C 1.097 -1.933 0.105 -0.456 0.782 0.066 -0.793
C -0.636 -0.205 -3.106 0.373 0.527 0.543 -0.583
H -0.453 -0.521 -0.324 -0.221 -0.030 0.300 -0.060
H 0.769 0.134 0.766 -0.070 -0.177 0.302 -0.253
H 2.165 -1.915 0.320 0.035 -0.408 -0.321 -0.063
H 0.767 -2.556 -0.726 0.596 -0.029 -0.243 0.365
H 0.592 -2.366 0.969 0.041 0.262 0.232 0.178
H -1.617 0.266 -3.179 0.080 -0.058 -0.145 -0.023
H -0.693 -1.152 -2.569 -0.024 0.259 0.516 0.311
H -0.232 -0.472 -4.082 0.217 0.663 0.027 0.389
O 1.375 8.808 0.878 0.736 -1.312 0.886 -0.605
S 2.015 7.834 1.751 0.128 -0.064 1.590 1.141
O 2.094 8.129 3.222 0.095 -1.275 -4.166 -0.614
O 1.225 6.345 1.615 1.280 2.580 0.074 -0.381
C 0.644 5.965 0.329 -0.040 0.176 0.782 -0.075
C 0.647 4.475 0.429 -0.052 -1.132 -1.680 -0.133
C 3.729 7.420 0.952 -0.965 0.402 -0.124 -0.514
H 1.230 6.276 -0.536 0.383 0.163 0.246 0.065
H -0.336 6.419 0.186 -0.072 0.006 0.487 0.348
H 1.591 4.131 0.005 0.305 -0.214 0.369 0.000
H -0.066 4.068 -0.288 -0.271 -0.049 0.087 0.242
H 0.478 3.965 1.377 -0.040 0.665 0.122 -0.101
H 3.650 7.620 -0.116 -0.603 0.220 0.191 0.113
H 4.011 6.367 0.975 -0.329 0.084 0.688 0.048
H 4.535 8.069 1.297 -0.398 -0.020 0.638 0.508
O 1.483 -2.592 3.653 0.128 1.675 1.564 -0.141
S 1.888 -1.995 4.936 -0.566 -1.581 0.831 1.035
O 1.737 -2.871 6.127 0.336 3.790 -2.786 -0.593
O 3.466 -1.597 4.808 -1.857 -0.456 0.965 -0.450
C 3.767 -0.807 3.677 2.124 -0.622 -0.241 0.617
C 5.302 -0.788 3.657 -0.099 -0.126 -0.669 -1.506
C 1.191 -0.153 5.079 0.351 -0.973 0.099 -0.992
H 3.377 0.209 3.737 -0.123 -0.100 0.080 0.086
H 3.432 -1.317 2.774 -0.323 0.168 -0.035 -0.025
H 5.771 -0.320 4.522 -0.246 0.620 -0.272 0.458
H 5.551 -0.380 2.677 0.544 0.648 0.253 0.325
H 5.781 -1.767 3.644 -0.626 -0.411 -0.038 0.228
H 1.762 0.391 5.832 -0.169 -0.624 0.565 0.483
H 0.118 -0.146 5.271 0.227 -0.394 0.315 0.539
H 1.345 0.488 4.211 0.091 -0.854 -0.642 -0.093
O -6.544 3.481 -0.106 -1.503 -2.447 -1.601 -0.625
S -7.346 2.506 -0.895 2.256 0.626 1.640 1.193
O -8.199 3.015 -1.931 0.665 -0.827 0.436 -0.589
O -6.353 1.339 -1.575 -2.088 1.396 0.022 -0.335
C -5.346 0.662 -0.812 1.543 0.804 -1.234 -0.258
C -4.133 0.761 -1.764 0.687 -0.410 0.282 -0.097
C -8.287 1.368 0.189 0.391 1.400 -0.651 -0.861
H -5.536 -0.396 -0.636 -0.723 0.094 0.132 0.108
H -5.204 1.236 0.104 0.299 -0.294 0.164 0.515
H -3.847 1.803 -1.908 0.025 -0.078 0.009 0.387
H -4.263 0.291 -2.739 -1.057 0.359 -0.163 -0.066
H -3.266 0.170 -1.469 0.105 0.286 0.969 -0.307
H -9.263 1.852 0.216 -0.235 -0.625 -0.202 0.422
H -7.921 1.337 1.215 0.412 -0.089 -0.321 0.277
H -8.158 0.456 -0.394 -0.763 -0.155 0.504 0.251
O -4.109 -4.275 -3.448 2.859 0.810 -2.352 -0.642
S -2.979 -3.706 -4.242 -2.486 -0.341 -0.389 1.243
O -1.620 -3.873 -3.767 -1.064 0.098 -0.825 -0.583
O -3.154 -4.175 -5.900 -0.861 -0.017 3.443 -0.351
C -2.063 -4.028 -6.742 1.589 -0.640 -1.957 -0.149
C -2.048 -5.166 -7.811 0.589 0.345 1.838 -1.314
C -3.443 -1.956 -4.441 0.778 -1.702 1.041 -0.210
H -1.111 -4.023 -6.212 -0.044 -0.168 0.262 0.369
H -2.078 -3.109 -7.327 -0.450 0.483 0.318 0.270
H -1.816 -6.107 -7.312 -0.509 -0.184 0.100 0.328
H -1.139 -5.008 -8.392 -0.493 0.266 -0.732 0.381
H -3.015 -5.207 -8.312 0.422 -0.038 -0.379 0.328
H -4.502 -2.001 -4.697 0.310 0.412 -0.198 0.436
H -2.742 -1.410 -5.072 -0.344 -0.069 -0.114 0.059
H -3.295 -1.733 -3.385 -0.291 0.842 0.004 -0.157
O 6.091 4.895 -1.352 -3.806 0.981 -0.469 -0.721
S 4.811 5.188 -2.069 3.917 0.639 -2.169 1.150
O 3.619 5.862 -1.548 1.467 -1.739 0.154 -0.382
O 5.260 6.122 -3.353 0.878 -3.202 1.533 -0.381
C 5.436 7.500 -3.305 -1.733 1.914 -1.787 -0.310
C 4.088 7.889 -3.960 0.379 1.540 0.894 -0.849
C 4.451 3.672 -3.070 -0.065 0.480 1.132 -0.592
H 6.224 7.787 -4.001 0.347 -0.405 0.198 0.313
H 5.636 8.020 -2.368 -0.149 -0.652 0.378 0.259
H 4.004 7.342 -4.898 -0.249 0.021 0.232 0.286
H 3.974 8.958 -4.142 0.186 0.122 -0.205 0.417
H 3.331 7.659 -3.211 -0.283 -0.350 -0.463 0.109
H 5.080 2.876 -2.670 -0.619 -0.074 1.019 0.232
H 4.789 3.575 -4.101 -0.386 1.400 -0.183 0.378
H 3.375 3.642 -2.900 0.063 -0.974 -0.403 0.034
O -2.357 -4.263 0.662 -1.053 2.132 -1.318 -0.658
S -3.082 -2.990 0.510 0.948 0.083 2.110 0.893
O -2.475 -1.777 -0.109 -1.883 -3.147 0.181 -0.335
O -4.628 -3.266 0.053 2.854 2.362 -1.062 -0.126
C -5.410 -4.222 0.699 -2.577 -0.831 -0.710 -0.435
C -6.886 -3.637 0.957 2.577 -1.299 -0.154 -1.069
C -3.462 -2.503 2.194 -0.187 0.126 -0.247 -1.208
H -5.033 -4.642 1.631 0.346 0.321 -0.054 0.329
H -5.473 -5.023 -0.037 -0.125 -0.301 0.279 0.448
H -6.769 -3.131 1.915 -0.900 0.063 -0.056 0.277
H -7.423 -4.585 0.968 -0.637 0.391 0.611 0.413
H -7.284 -3.014 0.156 0.348 0.008 0.083 0.244
H -3.509 -3.415 2.789 0.189 0.255 0.103 0.421
H -4.443 -2.029 2.168 0.127 0.128 0.105 0.298
H -2.711 -1.789 2.532 0.034 -0.277 0.050 0.385
```
Forces are in eV/Å.